Below is the molecule C20H25N3O5S at a distorted geometry, with properties calculated with ωB97M-V with the def2-TZVPD basis set.

Computed properties:
DFT total energy = -1715.7740 Ha
HOMO-LUMO gap = 9.39 eV
energy above the lowest of the compared OMol25 structures with the same formula, charge and spin = 34.28 kcal/mol
HOMO level = -8.736 eV
strongest force on any atom = 1.08 eV Å⁻¹
SMILES = COc1ccc(OC)c(S(=O)(=O)N2CCC(C(=O)NCc3ccccn3)CC2)c1

Cartesian coordinates (Å):
C 3.598 1.959 -2.673
O 3.766 0.609 -2.301
C 2.657 -0.141 -2.084
C 2.870 -1.483 -1.751
C 1.808 -2.319 -1.484
C 0.497 -1.845 -1.544
O -0.562 -2.638 -1.191
C -0.951 -3.602 -2.157
C 0.295 -0.524 -1.910
S -1.368 0.132 -2.148
O -2.160 -0.830 -2.854
O -1.202 1.429 -2.742
N -2.049 0.383 -0.665
C -2.551 -0.750 0.079
C -3.575 -0.277 1.111
C -2.972 0.804 2.017
C -1.884 0.197 2.907
O -1.678 -0.996 2.989
N -1.196 1.096 3.653
C 0.054 0.715 4.287
C 1.138 0.691 3.236
C 1.469 -0.487 2.573
C 2.410 -0.432 1.559
C 2.982 0.790 1.241
C 2.574 1.907 1.953
N 1.675 1.863 2.921
C -2.439 1.938 1.133
C -1.411 1.386 0.148
C 1.351 0.328 -2.167
H 4.604 2.353 -2.806
H 3.043 2.050 -3.611
H 3.083 2.527 -1.891
H 3.886 -1.844 -1.704
H 1.982 -3.350 -1.213
H -0.095 -4.190 -2.502
H -1.666 -4.251 -1.656
H -1.431 -3.107 -3.006
H -3.008 -1.423 -0.645
H -1.737 -1.279 0.588
H -3.881 -1.132 1.714
H -4.447 0.130 0.598
H -3.751 1.197 2.682
H -1.308 2.079 3.467
H -0.080 -0.278 4.719
H 0.288 1.443 5.063
H 0.986 -1.412 2.843
H 2.690 -1.325 1.022
H 3.725 0.870 0.463
H 2.982 2.888 1.745
H -1.994 2.747 1.714
H -3.270 2.354 0.561
H -1.061 2.167 -0.528
H -0.547 0.967 0.692
H 1.107 1.337 -2.455

Forces on atoms 1 to 6 (eV/Å):
0.0007 0.1826 -0.0481
0.1203 -0.2340 0.0756
-0.3238 -0.2281 0.0680
0.0284 0.2664 -0.1384
-0.2725 0.0571 -0.0121
0.0467 -0.1144 0.0615

=====

Below is a cluster of 3 separate species, C20H25N4 in total at a distorted geometry, with properties calculated with ωB97M-V with the def2-TZVPD basis set.

Computed properties:
DFT total energy = -995.8728 Ha
HOMO-LUMO gap = 8.37 eV
total charge = +1
HOMO level = -11.477 eV
strongest force on any atom = 1.38 eV Å⁻¹

Cartesian coordinates (Å):
C -1.238 2.681 -2.274
C -0.471 1.620 -1.880
C -0.780 0.349 -2.337
C -0.018 -0.877 -1.936
C 0.285 -0.939 -0.416
C 1.736 -0.661 -0.029
N 2.434 0.260 -0.968
C 2.415 -0.158 -2.405
C 1.261 -1.087 -2.747
C -1.862 0.264 -3.188
C -2.549 1.400 -3.542
N -2.280 2.634 -3.106
H -0.989 3.658 -1.875
H 0.350 1.795 -1.204
H -0.654 -1.726 -2.153
H 0.080 -1.954 -0.098
H -0.413 -0.315 0.126
H 1.748 -0.180 0.941
H 2.277 -1.590 0.088
H 2.086 1.208 -0.841
H 3.412 0.296 -0.677
H 3.340 -0.657 -2.652
H 2.383 0.742 -3.009
H 1.054 -1.041 -3.807
H 1.584 -2.106 -2.552
H -2.173 -0.688 -3.583
H -3.380 1.301 -4.226
N -3.902 4.351 2.208
C -3.359 4.222 1.000
C -3.689 3.210 0.110
C -4.637 2.278 0.500
C -5.214 2.397 1.754
C -4.813 3.449 2.565
H -2.621 4.974 0.736
H -3.219 3.157 -0.860
H -4.925 1.473 -0.165
H -5.961 1.694 2.097
H -5.242 3.582 3.552
N 3.870 -2.112 2.780
C 4.761 -3.094 2.914
C 4.447 -4.353 3.402
C 3.137 -4.611 3.770
C 2.195 -3.603 3.638
C 2.616 -2.380 3.144
H 5.775 -2.851 2.617
H 5.212 -5.112 3.490
H 2.854 -5.582 4.156
H 1.162 -3.759 3.915
H 1.916 -1.557 3.029

Forces on atoms 1 to 6 (eV/Å):
-0.1619 1.3666 -0.0872
0.2351 -0.6878 -0.0596
0.0603 0.2299 0.1013
0.1477 0.0349 0.3111
-0.0350 -0.2133 -0.5760
-0.9465 -0.0305 0.6695

=====

Q: What is the DFT total energy in the second record?
A: -995.8728 Ha